(1)
114
Properties=species:S:1:pos:R:3:forces:R:3 method="wB97M-V/def2-TZVPD" e_tot_ev=-108982.152 multiplicity=1 lumo_ev=1.750 total_charge=-1 e_homo_ev=-5.060 homo_lumo_gap_ev=6.81
H 6.1280 -2.5031 -2.7910 0.04 0.01 -0.07
C 2.2191 0.2294 3.4616 -0.57 0.09 0.10
C 3.6166 2.3737 -2.8474 0.10 0.04 -0.08
C -1.9614 3.7566 -4.6101 -0.15 0.01 -0.16
C -0.2847 -6.0596 0.2164 0.05 0.21 -0.03
C 0.4073 3.8036 -4.9372 0.06 0.04 -0.14
H 0.8857 9.4426 0.1703 0.01 0.07 -0.06
C -4.5825 -0.8171 -1.9386 -0.02 -0.05 0.00
C -3.2778 1.1725 0.6540 0.26 0.00 0.04
H -3.0530 2.8579 3.5908 0.03 0.02 0.07
C 4.3118 3.4751 -0.8287 -0.02 0.13 0.01
H -1.3329 5.9154 1.0727 -0.12 -0.02 -0.02
C -2.0870 -6.9786 -1.6861 -0.03 -0.45 0.19
H 4.9408 -0.6282 6.0591 0.05 -0.07 0.07
C -0.5550 -7.4019 0.1364 -0.19 -0.33 -0.18
C 3.1633 1.2962 -2.1113 0.01 0.03 0.15
C -5.0027 -2.4848 2.5455 -0.19 -0.09 0.16
C -0.3166 7.7565 0.7033 -0.01 0.25 0.05
H 5.5436 -4.7103 -1.8711 0.03 -0.11 -0.07
C 5.2691 -0.1614 1.3143 -0.40 0.17 0.08
C -0.4813 -3.7902 -0.6728 0.16 0.11 0.01
H -5.0372 3.9858 -0.0160 0.02 0.06 -0.08
C -3.2975 -0.3450 -1.6909 -0.10 0.06 -0.20
C 2.8630 -0.2749 5.7330 0.44 -0.07 0.10
C 5.0153 -3.8311 -1.5346 0.03 -0.08 -0.02
C -4.3941 -1.4158 1.9101 0.02 0.10 -0.07
C -4.0822 -3.9879 0.9231 -0.09 -0.11 0.02
H 3.9728 2.4044 0.9907 0.04 -0.02 -0.03
C 4.6887 -1.4539 -1.6113 -0.12 0.09 0.03
C 5.8713 -0.4505 3.6013 0.11 0.01 -0.20
C 3.8868 2.3873 -0.0887 -0.06 -0.13 -0.04
H 1.5876 3.7922 -3.1544 0.01 -0.06 -0.02
H 6.6025 -0.6425 4.3732 0.08 -0.01 0.08
H -0.0658 -8.1022 0.8016 -0.02 0.00 0.01
C -2.9384 1.4653 1.9727 0.03 -0.09 -0.06
C -4.4345 -0.0912 -4.2236 0.01 0.07 -0.08
O -0.3002 0.6321 -3.2746 0.37 -0.13 -0.42
H 2.3096 8.1417 -1.3820 0.00 -0.04 -0.02
H 1.8907 5.7464 -1.7111 0.06 -0.08 -0.05
H -2.5521 0.7755 -4.7946 0.12 0.00 -0.08
N -1.8031 -10.4015 -1.0796 -0.05 -0.07 0.00
C 1.5020 7.6541 -0.8484 0.05 0.20 -0.04
H 0.4135 -5.6933 0.9577 -0.01 0.06 -0.04
C 3.3479 1.2740 -0.7306 -0.08 0.09 0.01
C 0.2343 5.6575 -0.3581 -0.09 -0.29 0.01
H -0.9513 8.3338 1.3652 0.01 -0.06 0.07
C -4.0331 2.0962 -0.0584 0.03 -0.10 0.04
O -1.0401 1.1181 -1.2358 -0.86 1.36 -0.55
C -1.1935 0.7133 -2.4413 -0.22 0.30 -0.32
H 4.9562 -0.4884 -2.0200 0.02 0.03 0.00
C -0.4945 3.7638 -2.7123 -0.01 -0.10 0.45
C 3.5238 -0.0563 2.9858 0.29 -0.02 0.03
H -4.5157 -0.4168 2.3067 -0.07 -0.02 0.01
C 3.6979 -1.5579 -0.6423 -0.22 -0.03 -0.07
H -6.1700 -1.0062 -3.3548 -0.04 -0.02 -0.02
H 4.5626 4.2980 -2.7838 0.02 0.08 -0.10
C -1.7718 3.7406 -3.2404 -0.28 0.05 0.17
C -1.6586 -9.2651 -0.9632 -0.20 -1.16 -0.08
H -4.3692 4.4992 2.3024 -0.09 0.07 0.03
H -2.8060 -7.3460 -2.4076 0.05 -0.01 -0.04
H 1.2638 3.7867 -5.5980 0.06 0.07 -0.02
C -1.4501 -7.8869 -0.8286 0.24 1.32 0.11
C -4.8513 -3.7711 2.0579 -0.06 -0.05 0.07
H -2.6238 3.6983 -2.5762 -0.09 -0.03 0.06
P 2.7775 -0.1939 0.1770 0.82 -0.20 -0.20
C -3.1354 0.3288 -4.0039 0.01 0.11 -0.06
H -5.1364 -1.3012 -1.1459 -0.07 0.06 0.01
H 2.5495 -2.8867 0.5718 -0.11 -0.10 -0.01
C 3.3490 -2.8146 -0.1538 -0.08 0.14 0.02
H -4.8820 0.0393 -5.1995 -0.05 -0.05 -0.06
C 4.1606 -0.4306 5.3378 -0.24 0.01 0.19
C -2.5790 0.2299 -2.7392 -0.12 -0.14 0.13
C 1.8969 0.0871 4.7890 -0.28 0.12 -0.55
Na 0.1569 -0.3854 -0.7721 1.26 -1.02 0.53
H -1.0178 3.7969 -6.5334 -0.03 -0.03 -0.07
C 0.5898 3.7929 -3.5677 0.36 0.09 0.11
C 5.3451 -2.5891 -2.0503 0.13 -0.06 -0.09
H 3.4979 2.3731 -3.9206 -0.02 0.01 -0.12
H 2.6701 0.4660 -2.6013 -0.01 0.00 -0.11
H 7.2856 -0.3927 2.0037 0.10 -0.02 0.02
C -4.4357 3.2792 0.5398 -0.12 0.09 -0.05
C -1.8026 -5.6389 -1.6101 0.13 0.27 0.07
H -5.6071 -2.3099 3.4266 -0.02 0.00 0.05
C -4.0820 3.5623 1.8472 0.04 0.10 0.07
C -5.1558 -0.6669 -3.1882 -0.11 -0.11 -0.07
C -0.8666 -5.1434 -0.6806 -0.06 -0.41 -0.05
Te -0.2026 3.5602 -0.6210 0.14 0.72 -0.02
P -2.5492 -0.3649 -0.0296 -0.67 -0.20 0.69
H -2.2803 -4.9535 -2.2962 0.03 0.10 0.01
C 4.5196 -0.3202 3.9783 -0.12 0.05 -0.10
H -2.3609 0.7395 2.5303 0.09 0.02 0.09
C -0.0736 -2.6325 -0.7028 0.09 -0.33 -0.06
C -3.3331 2.6471 2.5678 -0.01 0.09 0.14
H 2.5818 -0.3739 6.7718 0.00 -0.01 0.05
C -0.5395 6.4039 0.5223 -0.20 -0.24 0.11
H -2.9639 3.7191 -5.0139 -0.08 0.03 -0.02
H -4.3047 1.8942 -1.0841 -0.02 -0.02 -0.11
C 4.0053 -3.9461 -0.5935 0.13 -0.13 0.01
H -2.8485 -3.0677 -0.5809 -0.01 -0.15 0.03
H 0.8869 0.2867 5.1121 -0.08 0.06 0.02
C 0.7046 8.3878 0.0144 0.05 0.13 0.11
C -3.6233 -1.6228 0.7734 0.12 0.08 0.10
H 4.7169 4.3435 -0.3265 0.04 0.02 0.01
H 3.7364 -4.9180 -0.2057 -0.06 -0.06 0.03
C 3.9282 -0.0729 1.6239 0.18 0.01 -0.14
H -3.9540 -4.9902 0.5414 0.05 -0.11 -0.07
C 1.2623 6.3040 -1.0301 0.18 -0.18 -0.21
C -0.8723 3.7933 -5.4620 -0.01 -0.05 -0.16
H -5.3286 -4.6007 2.5633 0.00 -0.04 0.00
C -3.4710 -2.9227 0.2931 -0.02 0.07 -0.12
I 0.7306 1.1281 2.2382 0.09 0.04 0.71
H 5.5747 -0.1152 0.2788 0.01 -0.06 0.03
C 4.2086 3.4546 -2.2092 -0.06 0.07 -0.08
C 6.2475 -0.3252 2.2938 0.12 -0.05 0.37


(2)
42
Properties=species:S:1:pos:R:3:forces:R:3 method="wB97M-V/def2-TZVPD" e_tot_ev=-27568.744 multiplicity=1 lumo_ev=2.864 total_charge=-1 e_homo_ev=-5.168 homo_lumo_gap_ev=8.03
O 1.4833 -2.0171 0.4785 -3.04 4.72 -7.04
O -2.1456 1.0548 2.0101 2.27 -0.26 -3.48
H 2.8420 0.8875 0.2338 -4.09 1.59 -1.15
H 0.8566 -1.1513 0.7129 0.39 -0.62 0.82
H 3.4790 -0.0668 -1.4183 -1.77 -1.40 -1.40
H 2.5151 -1.1275 -1.0155 -0.26 0.07 -1.10
H -2.3637 0.6818 -3.1007 -0.02 0.46 1.57
O 0.3771 0.6515 4.5598 0.39 -2.16 -1.30
H 0.2011 -0.0888 3.9028 0.89 1.16 0.76
C 0.2940 0.9208 0.1417 1.56 0.88 1.92
H 1.0388 0.2820 -1.6870 -0.72 -0.35 0.58
H -1.4390 -0.9327 0.4093 0.71 -1.27 -0.77
H -1.2518 0.3734 1.7200 -1.95 2.25 0.97
H -2.1794 1.6633 1.1523 -0.02 -1.97 2.94
O 1.2463 -3.6395 -1.5082 -4.11 -3.55 2.00
O 3.7031 0.6808 0.3575 4.19 -2.91 1.81
O 0.2293 -0.0387 1.2269 -0.44 0.81 -0.87
H 1.2522 -3.2319 -0.6400 0.45 1.10 0.11
H -2.5682 -3.2191 -0.2233 0.17 -2.55 1.75
H -0.5222 0.9126 4.6447 -1.24 1.04 0.38
H -2.1381 1.2863 -1.3099 -1.11 0.31 -0.35
O 2.5003 0.9352 2.4260 3.28 1.92 6.75
O -2.6089 3.7550 -1.6862 1.01 -0.44 3.89
C -1.6724 0.9329 -2.2261 -2.30 1.19 -2.81
H -2.7323 4.1857 -0.7403 0.29 -1.17 -2.98
H -1.1089 1.8730 -2.6091 0.04 -2.27 0.44
C -2.6466 -2.4391 -0.8756 -0.05 6.90 -4.19
C -0.9941 -0.2625 -1.6596 0.61 -1.21 -0.13
C -1.8759 -1.0441 -0.5991 0.47 -0.39 1.44
O 2.7422 -0.6540 -1.8669 2.12 0.95 2.33
O -3.3785 -2.3530 -1.8627 0.74 -1.72 1.58
H 3.5290 0.1010 1.1860 1.11 1.40 -1.61
H 2.1906 1.0262 3.4305 0.62 -0.36 -3.45
N 0.1576 0.4051 -1.1702 3.38 -0.13 1.60
H 1.7820 -2.4600 1.1371 2.92 -4.05 7.10
H -0.4729 1.7160 0.4157 0.82 -0.54 -0.59
H -0.6881 -1.0560 -2.3335 0.22 0.30 -0.69
H 1.8364 -3.3230 -2.0856 3.51 2.29 -2.77
H 1.7807 0.6713 1.9654 -4.65 -1.64 -1.91
H -2.0456 2.9333 -1.4322 -1.44 2.13 -0.86
H -2.5839 -0.2951 -0.3605 -2.11 0.25 -0.21
H 1.3795 1.4709 0.2993 -2.84 -0.77 -1.10


(3)
15
Properties=species:S:1:pos:R:3:forces:R:3 method="wB97M-V/def2-TZVPD" smiles=CO[C@H]1O[C@H]1CO e_tot_ev=-10417.059 multiplicity=1 lumo_ev=0.777 total_charge=0 e_homo_ev=-9.872 homo_lumo_gap_ev=10.65
H 2.4979 -0.2057 -0.9247 0.02 0.39 0.10
H 3.6828 0.3565 0.7383 -0.13 0.15 0.09
H -0.8873 -1.4483 0.4085 -0.63 0.27 0.52
C 1.9995 0.4763 -0.2139 -0.25 0.28 -0.34
O -1.4675 0.5355 0.4092 0.14 0.31 -0.24
H -3.4569 0.8613 0.4089 -0.02 -0.06 -0.13
H -2.7605 0.4206 -1.1830 -0.17 -0.02 0.01
H 1.5833 1.2947 -0.7965 0.25 0.31 0.14
H -3.0119 -0.8372 0.0572 0.14 0.26 0.06
H 1.2238 -1.1713 0.9561 0.15 -0.57 -1.11
O 2.9012 0.9181 0.7718 0.08 -0.01 0.19
C -0.5678 -0.4337 0.1332 -0.16 -0.29 0.75
C -2.7459 0.2197 -0.1096 -0.33 0.08 -0.16
O 0.1070 -0.5920 -1.0682 0.73 -0.87 0.44
C 0.8720 -0.3896 0.2609 0.17 -0.21 -0.32


(4)
25
Properties=species:S:1:pos:R:3:forces:R:3 method="wB97M-V/def2-TZVPD" smiles=CC[C@H](C)N.O.O.O e_tot_ev=-12056.041 multiplicity=1 lumo_ev=0.491 total_charge=0 e_homo_ev=-9.167 homo_lumo_gap_ev=9.66
N -0.8904 -1.4630 -2.5812 -0.22 -0.07 0.08
H 0.0565 5.0949 -4.8773 -0.29 -0.49 0.45
C 0.8891 -0.0310 -1.6418 -0.03 0.04 0.19
C -0.1295 -1.9902 -0.3416 -0.28 -0.68 0.07
O -0.8436 4.9413 -4.5565 -0.26 0.22 -0.12
H -0.7090 -3.7321 -1.5056 0.22 -0.25 0.04
H -0.8458 -0.7043 -3.2464 -0.09 -0.02 -0.10
H -0.8928 4.1820 -3.9601 0.55 0.28 -0.32
H -1.1674 -0.4396 5.4649 0.15 0.01 0.07
H -1.7539 -1.3657 -2.0532 0.14 0.09 -0.11
C -0.4359 -3.5094 -0.4747 -0.25 0.27 0.47
H 0.5861 2.6447 4.9406 0.33 -0.22 -0.21
H 0.0523 -0.3379 6.4029 -0.16 -0.04 -0.20
O 1.4124 2.6172 4.4364 -0.18 0.29 0.13
H -1.2535 -3.8790 0.1580 0.04 0.39 -0.06
H 1.6928 1.6988 4.4369 -0.19 -0.12 0.06
H 0.2364 0.6055 -1.0309 0.31 0.15 -0.14
H 0.4380 -4.0654 -0.1240 -0.02 -0.10 -0.52
C 0.2773 -1.4263 -1.6939 0.26 0.03 -0.28
H 1.9140 -0.0153 -1.2756 -0.05 -0.15 0.55
H 1.0159 -2.1130 -2.1162 0.15 -0.03 -0.06
H 0.6706 -1.9192 0.3964 -0.03 0.50 -0.05
O -0.2159 -0.2835 5.4762 0.06 0.08 0.14
H 1.0071 0.3980 -2.6369 -0.40 0.00 -0.18
H -1.0029 -1.4160 0.0074 0.24 -0.15 0.10